21
Properties=species:S:1:pos:R:3:forces:R:3 method="wB97M-V/def2-TZVPD" relative_energy_kj_mol=221.8 max_force_ev_per_a=6.5 homo_energy_ev=-3.01 charge=-1
N -0.781916 -2.172069 0.057176 -1.744 4.105 -4.768
C 0.133974 -1.030989 0.143323 2.463 -1.313 0.374
C -0.262100 0.282228 -0.557476 -2.732 -1.366 1.981
S -1.743474 1.168467 0.105030 -0.325 -0.508 0.539
C 1.305883 -1.674414 -0.766436 -0.599 0.930 2.080
N 2.568027 -1.122751 -0.370852 0.498 0.356 -3.150
C 3.171196 -1.366496 0.869993 0.391 -2.571 0.765
H -0.956593 -2.664724 0.825524 -0.851 -1.968 4.057
H -1.652070 -1.727943 -0.309542 0.328 -0.972 0.796
H 0.492558 -0.772100 1.243053 -0.644 -0.699 -2.087
H 0.414778 1.055219 -0.419747 2.086 0.772 -0.503
H -0.632846 0.058281 -1.519795 0.585 -0.170 -1.573
H 0.895000 -1.474547 -1.812192 1.415 -0.339 1.067
H 1.517394 -2.730883 -0.593795 -1.265 -0.336 -0.091
H 2.677452 -0.263931 -0.858655 0.832 0.901 0.542
H 4.255723 -1.410173 0.828103 0.503 -0.267 -0.513
H 2.878703 -2.399528 1.354158 0.147 1.947 -1.126
H 3.039701 -0.616969 1.584732 -0.915 1.281 1.598
H -1.857841 3.171339 -0.049054 -1.705 1.924 0.578
H -2.248143 4.275301 1.054215 0.021 -0.149 -0.093
O -2.440591 4.075870 0.131478 1.511 -1.558 -0.475

21
Properties=species:S:1:pos:R:3:forces:R:3 method="wB97M-V/def2-TZVPD" multiplicity=2 s_squared=0.7530 relative_energy_kj_mol=120.2 max_force_ev_per_a=4.8 homo_energy_ev="-9.23 / -9.22"
C 0.038319 0.147005 1.667258 0.149 1.788 1.496
N -0.256130 -1.192660 1.336109 0.017 -1.369 -4.578
C -1.671553 -1.534826 1.212494 0.241 -2.095 1.559
N -2.503215 -0.961355 0.175786 1.102 1.755 0.260
C -0.089353 1.225582 0.499714 -1.344 2.222 3.044
C 0.955033 1.045023 -0.533447 0.215 -0.749 -2.298
S 0.487303 -0.213700 -1.854323 0.237 0.652 0.745
H 1.045715 0.131250 2.177494 -0.623 0.519 -0.947
H -0.645243 0.356414 2.531090 0.312 0.476 -0.681
H -0.062347 -1.319907 0.282714 1.024 0.064 2.007
H -1.654412 -2.599544 0.885553 -0.068 0.286 1.188
H -1.949393 -1.370642 2.289530 -1.181 -0.403 -1.173
H -1.903640 -1.035797 -0.673409 -0.858 0.075 0.449
H -2.446609 0.038769 0.409253 -0.695 -0.216 -0.675
H -1.180138 1.542012 0.383178 1.080 -1.552 -1.334
H 0.062825 2.284307 0.851369 0.968 -0.879 0.730
H 1.853835 0.643239 -0.024963 -0.266 0.115 -0.438
H 1.302708 1.938397 -1.128766 -0.590 -0.742 0.796
H 2.113785 0.409577 -3.208760 1.295 0.052 -0.557
H 3.510654 -0.187229 -3.664399 -0.841 1.089 0.119
O 2.991856 0.654083 -3.613476 -0.175 -1.087 0.286

20
Properties=species:S:1:pos:R:3:forces:R:3 method="wB97M-V/def2-TZVPD" relative_energy_kj_mol=229.9 max_force_ev_per_a=3.9 homo_energy_ev=-12.01 smiles=[NH3+]CCNCCS charge=+1
N -0.748149 -2.200706 0.997846 2.814 -2.665 0.734
C -0.782768 -1.633185 -0.413921 3.167 -1.585 0.182
C -1.238325 -0.246120 -0.220893 -0.039 1.100 -1.907
N -0.284783 0.249556 0.800531 1.026 -0.355 -2.698
C 1.037925 0.722047 0.098440 -3.195 0.980 -0.294
C 0.932849 2.225737 -0.209350 2.582 -1.860 -0.409
S 2.346758 3.039126 -1.067656 -0.111 -0.376 0.820
H -0.119094 -3.110018 0.980536 -1.543 2.315 0.491
H -1.634844 -2.465315 1.410059 -0.634 -0.267 -0.560
H -0.387744 -1.467281 1.694536 0.244 -0.486 -1.558
H 0.314729 -1.736028 -0.965382 -2.527 0.458 2.093
H -1.310990 -2.360057 -0.953630 -1.502 -0.416 -1.005
H -1.170079 0.198007 -1.269342 0.133 0.207 1.383
H -2.326627 -0.219944 -0.035143 0.557 0.216 0.734
H -0.652572 0.925001 1.404873 -0.620 1.481 0.678
H 1.144637 0.163310 -0.825195 0.347 -0.323 0.257
H 1.729143 0.556212 0.844366 2.134 -0.539 0.966
H 0.141394 2.416251 -0.814481 -2.664 0.451 -1.570
H 0.776254 2.622383 0.728359 -0.118 1.744 1.842
H 2.232288 2.321025 -2.184555 -0.052 -0.079 -0.178

20
Properties=species:S:1:pos:R:3:forces:R:3 method="wB97M-V/def2-TZVPD" multiplicity=2 s_squared=0.7541 relative_energy_kj_mol=299.1 max_force_ev_per_a=4.4 homo_energy_ev="-17.71 / -17.70" charge=+2
C 1.222544 -0.586440 1.325389 -1.860 -0.386 0.328
C 0.781756 -1.509391 0.199304 -1.070 -0.184 0.781
S 0.451342 -0.518443 -1.293856 1.806 -1.268 -0.488
N 1.221764 -1.333869 2.633168 2.626 1.987 -2.929
H 2.205351 -0.144921 1.093042 0.418 -0.231 0.707
H 0.508874 0.264124 1.402143 0.522 -0.528 0.370
H 1.495390 -2.315126 0.044198 0.125 0.140 -0.489
H -0.150218 -1.950473 0.557062 -0.023 -0.230 -0.331
H 0.565215 -1.518159 -2.168387 0.038 -0.175 -0.264
H 1.923802 -2.071520 2.672399 -0.533 -1.118 0.137
H 1.384755 -0.689988 3.372544 -0.711 0.593 1.765
C -2.119716 1.711890 0.470469 1.083 -0.666 0.040
C -1.017792 1.161507 -1.728644 -2.360 0.997 1.235
N -1.041308 1.729201 -0.535096 -0.865 -0.087 -1.363
H -2.492785 2.726849 0.605906 -0.126 -0.176 -0.062
H -1.638311 1.362736 1.394596 -0.509 0.179 0.030
H -2.875169 1.001679 0.165803 -0.362 0.070 -0.026
H -1.895689 0.551879 -1.913698 -0.155 0.209 -0.401
H -0.543285 1.614830 -2.615915 0.781 -0.691 0.762
H -0.173347 2.030462 -0.193600 1.174 1.564 0.200

20
Properties=species:S:1:pos:R:3:forces:R:3 method="wB97M-V/def2-TZVPD" relative_energy_kj_mol=433.1 max_force_ev_per_a=1.7 homo_energy_ev=-6.05
C 0.404407 1.046733 0.105751 -0.443 0.219 0.399
C 0.109649 0.846892 -1.354135 -0.129 -0.582 0.112
C 0.391517 -1.295917 1.214893 0.581 -0.051 0.131
C -1.481452 -0.973523 -0.877322 0.651 -0.430 0.902
N -0.372108 -0.502137 -1.693710 0.270 0.063 -0.253
N -0.660572 1.408569 0.872574 0.658 0.105 -0.616
N 1.668892 1.334184 0.532285 -0.399 -0.344 0.027
H 0.401234 -1.152313 -1.570209 -0.087 0.104 0.038
H 2.405857 1.063262 -0.100874 -0.100 -0.044 -0.025
H -1.534779 1.008861 0.529549 0.264 0.014 0.505
H -0.494754 1.427372 1.872289 -0.366 -0.179 -0.175
H 1.887454 1.072519 1.489614 -0.090 0.082 -0.073
H 1.000154 1.062192 -1.947959 -0.017 -0.020 0.042
H -0.676241 1.547872 -1.656667 0.070 0.074 0.109
H 0.355247 -0.731600 2.155669 0.018 0.235 -0.071
H 1.426800 -1.347106 0.862782 0.093 -0.076 0.127
H 0.087570 -2.307653 1.495287 -0.011 -0.186 -0.148
H -0.835341 -1.171937 0.293035 -0.945 0.969 -1.027
H -2.358718 -0.339108 -1.060622 0.046 -0.007 0.215
H -1.724818 -1.997162 -1.162232 -0.063 0.053 -0.218

20
Properties=species:S:1:pos:R:3:forces:R:3 method="wB97M-V/def2-TZVPD" relative_energy_kj_mol=503.5 max_force_ev_per_a=3.8 homo_energy_ev=-7.34
C 1.364063 1.278232 0.338363 2.599 -0.010 -1.976
C 1.714463 -1.106310 -0.770268 2.611 2.177 1.667
C -2.306207 1.224142 0.515010 1.508 1.690 3.032
C 1.380019 -0.192683 0.376537 -3.188 -0.907 0.735
N -1.086608 -1.715030 -0.243899 0.336 -1.196 2.079
N -1.211423 0.622638 -0.199000 -0.520 -0.202 0.762
N -0.749625 -0.493586 0.473327 2.726 -0.794 -0.712
H 0.449034 1.506284 -0.231258 -0.013 0.606 0.431
H 1.405699 1.662796 1.357457 -0.094 0.417 -0.362
H 2.261383 1.665056 -0.351324 -1.681 -0.562 1.689
H 2.813770 -1.169744 -0.744238 -0.054 -0.398 -0.078
H 1.505435 -0.906382 -1.778717 -0.882 1.011 -1.225
H 1.324523 -2.009000 -0.505645 -0.743 -2.795 0.421
H -1.822614 1.562495 1.539312 -1.264 -0.718 -1.755
H -2.720279 2.138384 0.106248 0.366 0.173 -0.685
H -3.129965 0.584967 0.715177 -0.661 -0.933 0.252
H 1.548965 -0.649297 1.386976 0.037 0.317 -1.198
H -0.647408 -1.904319 -1.124477 0.466 1.066 -1.268
H -0.628406 -2.533070 0.262700 -1.173 1.609 0.052
H -1.464815 0.434422 -1.122279 -0.375 -0.550 -1.862

20
Properties=species:S:1:pos:R:3:forces:R:3 method="wB97M-V/def2-TZVPD" relative_energy_kj_mol=205.8 max_force_ev_per_a=5.6 homo_energy_ev=-17.83 charge=+2
C -2.822976 -0.066170 -0.244284 -1.204 -1.920 -3.058
C 0.947663 -1.494161 0.222825 -2.996 -3.625 -3.067
C 2.087457 0.533476 0.476847 -0.538 3.268 -0.004
C 1.392947 -0.410972 -0.381249 -1.069 0.145 -1.592
N -3.892141 -0.289701 -1.048538 0.096 1.510 3.382
N -2.827896 0.352441 0.991712 -0.192 0.183 -1.317
N 3.517869 0.844576 -0.006265 2.839 0.043 2.152
H -1.882022 -0.419258 -0.720865 -0.555 0.517 0.686
H 1.142644 -1.943767 1.193960 0.196 0.675 0.020
H 0.215117 -2.224963 -0.474230 2.124 1.872 2.054
H 2.048140 0.180866 1.503284 0.912 -0.101 0.006
H 1.492640 1.557778 0.536161 1.608 -1.772 -0.401
H 1.080486 -0.145075 -1.470528 0.763 -0.484 2.096
H -3.944236 -0.547193 -1.980255 1.558 -0.869 -2.225
H -4.864654 -0.078712 -0.850507 0.170 0.340 1.188
H -1.889811 0.429292 1.385235 -0.917 0.352 0.576
H -3.697170 0.797398 1.301036 0.800 -0.139 0.768
H 4.088026 0.109405 -0.509990 -1.007 -0.198 1.398
H 4.161391 1.282834 0.781709 -1.554 -1.471 -1.522
H 3.646534 1.531903 -0.706057 -1.035 1.675 -1.139

20
Properties=species:S:1:pos:R:3:forces:R:3 method="wB97M-V/def2-TZVPD" relative_energy_kj_mol=106.3 max_force_ev_per_a=1.0 homo_energy_ev=-17.35 charge=+2
N -1.646943 -1.868929 -1.353568 -0.105 -0.439 -0.630
C -1.161679 -0.904052 -0.470643 -0.843 0.503 0.291
C 0.127914 -0.607268 -0.381793 0.098 0.203 -0.467
N 0.964349 -1.410325 -1.300486 0.605 -0.189 0.516
C 0.821586 0.380834 0.526012 0.102 -0.712 0.228
C -0.122864 1.469993 1.018406 0.496 -0.015 -0.207
N 0.628273 2.543976 1.762125 -0.010 0.538 0.011
H -2.499985 -2.323244 -1.048850 0.091 -0.026 0.290
H -1.852162 -1.553723 -2.299849 0.262 0.209 0.073
H -1.897164 -0.405096 0.160242 0.260 -0.053 0.133
H 0.321292 -2.121187 -1.689115 -0.160 -0.122 -0.161
H 1.719047 -1.919650 -0.818262 -0.105 0.163 -0.034
H 1.398235 -0.880440 -2.059351 -0.100 0.027 -0.097
H 1.713385 0.802874 0.054729 -0.185 0.170 -0.280
H 1.215091 -0.198706 1.363601 0.037 0.079 0.286
H -0.548796 1.978484 0.161509 -0.350 0.068 -0.025
H -0.897330 1.099259 1.678083 -0.106 -0.042 0.051
H 1.169696 2.248502 2.583217 -0.142 -0.254 -0.111
H 1.276460 3.017866 1.124187 0.050 0.007 0.129
H -0.028115 3.266936 2.087715 0.103 -0.115 0.003

20
Properties=species:S:1:pos:R:3:forces:R:3 method="wB97M-V/def2-TZVPD" relative_energy_kj_mol=599.4 max_force_ev_per_a=5.9 homo_energy_ev=-19.66 charge=+2
C -1.877408 -0.376338 -0.334223 3.412 -1.034 0.106
C 0.011886 -1.652634 0.538519 0.346 -4.651 -0.769
C 1.435390 0.268086 -1.013818 1.363 0.166 -1.486
C 1.212297 0.884574 1.292420 -0.097 1.047 1.049
N -2.478239 0.697166 -0.671289 -2.500 1.126 -2.278
N -0.574775 -0.441911 0.148868 -2.301 1.055 -1.350
N 0.461857 0.591796 0.033445 -3.666 4.515 -1.169
H -2.357297 -1.358467 -0.584972 0.490 0.890 0.704
H -0.706816 -2.569072 0.629557 0.803 2.167 0.356
H 0.518905 -1.412903 1.443589 0.375 -0.862 0.879
H 0.723851 -2.107214 -0.231860 -0.786 0.899 1.001
H 1.069241 0.253505 -2.046508 -0.590 -0.065 0.436
H 2.268683 1.026601 -1.041627 -0.857 -0.868 0.537
H 1.774499 -0.741642 -0.743317 0.482 0.703 -0.339
H 1.920588 1.736619 1.118382 -1.338 -0.212 0.058
H 0.453186 1.019292 2.090722 0.838 0.205 -0.329
H 1.940658 0.125121 1.547635 -0.339 -0.780 -0.149
H -3.301933 0.574147 -1.362800 1.383 0.485 1.788
H -2.169250 1.669963 -0.550895 -0.275 -0.692 0.023
H -0.325323 1.813319 -0.261820 3.257 -4.095 0.929

20
Properties=species:S:1:pos:R:3:forces:R:3 method="wB97M-V/def2-TZVPD" relative_energy_kj_mol=459.9 max_force_ev_per_a=4.1 homo_energy_ev=-18.33 charge=+2
C 0.374244 0.346100 2.144784 -0.893 -1.433 0.681
C -0.898995 -1.760011 -2.649976 0.745 -0.776 -1.796
C -1.305720 -0.486577 -2.195060 -0.119 -1.388 3.032
C -1.391518 -0.263660 -0.763913 0.057 1.425 -1.773
N 1.012175 0.574873 3.307334 1.364 3.106 0.220
N 0.758940 0.477280 0.915319 -1.081 -0.349 -0.392
N 1.783113 1.376176 0.513195 2.600 -2.663 1.601
H -0.662937 -0.234461 2.215352 2.500 1.149 0.054
H -0.490260 -1.814510 -3.667295 -0.068 0.288 0.183
H -0.288645 -2.336189 -1.976015 0.144 -0.100 0.571
H -1.816948 -2.352960 -2.744779 -0.590 -0.070 0.070
H -1.540786 0.301287 -2.843864 -0.255 1.136 -1.059
H -1.977016 0.600886 -0.505835 -0.297 0.372 0.104
H -0.320017 0.063790 -0.558236 -0.382 -0.145 0.009
H -1.548173 -1.063939 -0.085224 -0.042 -1.149 0.135
H 0.466782 0.454592 4.145836 -0.187 -0.276 0.157
H 1.739125 1.404697 3.498126 -1.978 -2.615 -0.958
H 2.182940 1.028450 -0.376947 -0.376 0.518 0.313
H 2.593663 1.459844 1.167901 -0.378 0.005 -0.358
H 1.330031 2.224332 0.459299 -0.765 2.965 -0.796

21
Properties=species:S:1:pos:R:3:forces:R:3 method="wB97M-V/def2-TZVPD" multiplicity=2 s_squared=0.7538 relative_energy_kj_mol=187.7 max_force_ev_per_a=3.6 homo_energy_ev="0.41 / -2.60" charge=-1
C 1.543608 -0.402604 -1.004740 -0.245 1.256 0.139
O 1.211338 0.412710 0.043272 0.510 -0.641 -0.599
C 0.589927 -0.247685 -2.219641 -0.180 0.377 0.230
N 1.107970 -1.016540 -3.354447 -0.297 -0.288 0.063
H 2.548865 -0.084748 -1.393310 0.074 -0.534 -0.219
H 1.576315 -1.505676 -0.812936 0.125 0.221 0.194
H -0.421433 -0.585713 -1.951800 0.215 -0.397 -0.002
H 0.430250 0.830779 -2.416274 0.456 -0.167 -0.037
H 0.581677 -0.870982 -4.203813 0.112 0.130 -0.077
H 2.082985 -0.794992 -3.506491 -0.034 0.130 -0.086
C 0.246356 0.763121 2.973520 -0.614 0.478 -1.303
N -1.030142 0.375945 2.389448 -0.295 -0.100 3.568
C -1.300694 0.254254 1.092532 1.485 0.197 -3.224
N -2.591827 0.025076 0.670037 -1.000 0.225 0.071
H 0.099950 1.726496 3.468464 0.285 0.162 0.359
H 0.946978 0.908867 2.138379 -0.023 -0.249 0.243
H 0.624744 0.024842 3.672087 0.115 -0.150 0.094
H -1.732842 0.098474 3.076405 0.257 -0.102 -0.395
H -0.454654 0.358017 0.339153 -0.655 -0.257 1.035
H -3.356143 -0.115068 1.308648 0.016 -0.114 -0.240
H -2.703230 -0.154572 -0.308495 -0.308 -0.176 0.187